DFT (wB97M-V/def2-TZVPD) results for a molecular structure, C12H13N3O2 at a distorted geometry.

Each line ends with the Mulliken charge.
Atoms and positions in Å:
O (0.53636, 2.55809, 0.86098)  -0.509
O (0.62847, -0.31551, 2.66399)  -0.433
N (0.08159, -2.18026, 1.40435)  -0.471
N (0.02150, -0.96424, -0.58350)  0.289
N (0.41553, -0.29078, 0.53124)  -0.631
C (-0.10007, 0.62955, -2.16384)  0.004
C (-0.33046, -2.38990, 0.14052)  -0.430
C (0.30077, -1.07100, 1.65967)  0.481
C (0.09304, 1.83001, 1.60891)  0.985
C (-0.28650, -0.61639, -1.91169)  1.096
C (-0.11796, 0.81367, -3.59701)  -0.447
C (-0.71102, -1.75921, -2.64963)  -0.759
C (-1.44269, 1.69063, 2.03724)  -1.274
C (1.33606, 1.73123, 3.91332)  -1.759
C (-0.61142, -1.29534, -4.09542)  -0.434
C (-0.61825, -0.01543, -4.42699)  -0.487
C (1.08787, 1.01681, 2.53215)  0.465
H (1.65662, 2.58204, 3.96267)  0.624
H (-1.53276, 0.59488, 2.58545)  0.226
H (-0.71948, -3.15032, -0.26527)  0.515
H (1.85250, 1.08555, 4.61683)  0.371
H (2.14806, 0.99768, 2.13893)  0.243
H (-0.37609, 0.14120, -5.50075)  0.294
H (-0.78572, -2.84535, -2.49882)  0.214
H (-2.03137, 1.82968, 1.24030)  0.458
H (-0.00667, 1.93523, -3.86460)  0.252
H (0.07134, 1.69593, 4.57792)  0.208
H (-1.72218, 2.55990, 2.68534)  0.328
H (-1.13558, -2.05877, -4.77965)  0.266
H (0.24439, 1.44867, -1.48789)  0.313

frontier orbital gap = 8.150 eV
energy relative to the best compared isomer or geometry (same formula, charge and spin) = 1134.7 kJ/mol
LUMO level = -0.057 eV
total energy = -779.4438 Ha
total charge = 0
molecular weight = 231.255 g mol⁻¹



DFT (wB97M-V/def2-TZVPD) results for C12H13NO3 in the gas phase at a distorted geometry.

Each line ends with the Mulliken charge.
Atoms and positions in Å:
O (0.16774, 4.35797, 1.10487)  -0.625
O (2.30043, 4.03886, 1.55917)  -0.581
O (2.03508, 0.16204, 0.17874)  -0.536
N (1.23587, 3.66960, 1.14832)  0.947
C (2.84293, 2.01695, -1.18228)  -1.078
C (-0.81018, -2.25107, -0.22064)  0.861
C (1.12136, 2.41681, 0.55611)  -0.602
C (2.33392, 1.57738, 0.19919)  0.315
C (-0.13727, 1.88838, 0.45427)  -0.439
C (-0.96064, -3.71497, -0.26619)  -1.598
C (-1.92188, -1.38086, -0.03620)  0.624
C (-1.61293, 0.02273, 0.07697)  -0.879
C (-3.30595, -1.85855, 0.01465)  -1.577
C (-0.31771, 0.49871, 0.15454)  1.747
C (0.48026, -1.67154, -0.21590)  -0.969
C (0.75019, -0.30307, 0.05292)  -0.217
H (2.17965, 1.69440, -1.96414)  0.329
H (1.24490, -2.44568, -0.30171)  0.350
H (-3.99672, -1.35429, -0.59779)  0.404
H (3.77004, 1.40734, -1.37765)  0.303
H (-0.99631, -4.04791, 0.80693)  0.281
H (-3.39244, -2.88061, -0.42505)  0.293
H (-2.34512, 0.80339, 0.12903)  0.408
H (-1.03665, 2.45145, 0.63439)  0.480
H (-0.11536, -4.25507, -0.68693)  0.433
H (2.97401, 3.18197, -1.17816)  0.336
H (-1.91279, -3.91857, -0.71189)  0.344
H (3.13237, 1.73054, 1.04569)  0.372
H (-3.70683, -1.83634, 1.04872)  0.274

frontier orbital gap = 7.627 eV
energy relative to the best compared isomer or geometry (same formula, charge and spin) = 401.5 kJ/mol
LUMO level = -0.828 eV
total energy = -745.3988 Ha
total charge = 0
molecular weight = 219.240 g mol⁻¹



DFT (wB97M-V/def2-TZVPD) results for C12H13NOS in the gas phase at a distorted geometry.

Each line ends with the Mulliken charge.
Atoms and positions in Å:
S (-1.71777, 0.23602, -1.74429)  0.592
O (-2.69601, -0.32647, -2.55376)  -0.572
N (-2.17085, 1.70885, -1.35112)  -0.612
C (1.14405, -3.37647, -1.86805)  -0.463
C (0.02227, 3.40971, 1.72037)  -0.319
C (0.79764, 1.06721, 2.51580)  -0.976
C (-1.12690, -0.63856, -0.44842)  -0.440
C (-1.33765, 2.25405, -0.38105)  0.701
C (-0.77470, 4.20786, 0.95478)  -0.720
C (-0.56262, 1.57106, 0.51389)  0.331
C (0.27860, -2.17465, -1.62830)  -0.679
C (-0.19154, -1.68143, -0.44098)  0.462
C (0.22485, 2.00623, 1.55352)  -0.043
C (-1.49460, 3.62456, -0.12322)  -0.177
C (1.56271, -4.16622, -0.59784)  -1.265
H (-0.01846, -1.73192, -2.49861)  0.457
H (-2.15691, 4.21354, -0.77240)  0.393
H (0.49352, 3.83306, 2.68369)  0.222
H (1.89624, 1.42010, 2.73369)  0.306
H (0.25094, 1.25803, 3.47871)  0.297
H (-1.07230, 5.16887, 1.31675)  0.364
H (2.02711, -3.07476, -2.28512)  0.339
H (0.67314, -3.99255, -2.65256)  0.354
H (2.19539, -3.52194, 0.01480)  0.295
H (0.69188, -4.35317, -0.00768)  0.347
H (0.81842, 0.10236, 1.98324)  0.169
H (0.14377, -1.96795, 0.64427)  0.265
H (2.09976, -5.07540, -0.76009)  0.373

frontier orbital gap (spin up / spin down) = 6.526 / 6.769 eV
energy relative to the best compared isomer or geometry (same formula, charge and spin) = 635.1 kJ/mol
LUMO level (spin up / spin down) = -1.420 / -1.133 eV
total energy = -992.9416 Ha
total charge = 0
molecular weight = 219.309 g mol⁻¹



DFT (wB97M-V/def2-TZVPD) results for 2 unconnected molecules or ions with the total composition C12H13O2P at a distorted geometry.

Each line ends with the Mulliken charge.
Atoms and positions in Å:
P (1.99964, -1.85718, -0.15634)  0.318
O (0.72168, -1.46434, 0.43434)  -0.259
O (3.33931, -1.43977, 0.66252)  -0.524
C (-1.28982, 0.13267, 0.03301)  -0.243
C (-3.49393, 0.24981, -0.95524)  -0.563
C (-3.95508, -0.51919, 0.18000)  -0.324
C (2.08072, 1.22850, -1.28508)  -0.654
C (-1.71276, -0.78392, 0.99382)  -0.323
C (0.84570, 0.66076, -1.16670)  -0.865
C (1.99479, 1.65206, 1.09788)  -0.938
C (0.69229, 1.19394, 1.12394)  -0.193
C (-2.15558, 0.53281, -1.02672)  -0.520
C (-3.06069, -1.15610, 1.04632)  -0.651
C (0.10209, 0.55449, 0.02666)  1.475
C (2.68285, 1.73889, -0.10866)  -0.402
H (0.30370, 1.27399, 2.06962)  0.474
H (-1.73564, 1.06875, -1.77106)  0.630
H (0.34676, 0.17227, -2.01075)  0.457
H (3.15342, -0.59648, 0.89985)  0.387
H (-1.11312, -1.43335, 1.59533)  0.436
H (-4.15917, 0.56737, -1.82579)  0.286
H (2.25876, -3.27046, -0.20239)  0.024
H (-5.06551, -0.73710, 0.32212)  0.278
H (2.17220, -1.31109, -1.43868)  0.083
H (3.62128, 2.29661, -0.24481)  0.314
H (2.23121, 2.03990, 2.03923)  0.443
H (-3.43745, -1.93781, 1.78724)  0.291
H (2.63234, 1.14399, -2.11968)  0.563

frontier orbital gap = 8.959 eV
energy relative to the best compared isomer or geometry (same formula, charge and spin) = 85.6 kJ/mol
LUMO level = 0.810 eV
total energy = -956.8572 Ha
total charge = 0
molecular weight = 220.208 g mol⁻¹



DFT (wB97M-V/def2-TZVPD) results for C12H14 in the gas phase at a distorted geometry.

Each line ends with the Mulliken charge.
Atoms and positions in Å:
C (-1.37864, 0.42895, -0.17213)  0.068
C (-1.23188, -1.89166, -0.45325)  -0.814
C (2.08406, -1.30230, -0.18621)  -0.787
C (2.20485, 0.24632, 0.20077)  -0.924
C (0.70812, 2.24973, -0.21093)  -0.797
C (-2.21582, -0.76498, -0.40738)  -0.664
C (-1.68211, 1.74721, -0.28127)  -0.682
C (0.93316, 0.94708, 0.14092)  0.726
C (-0.60714, 2.73095, -0.22740)  -0.693
C (-0.11281, 0.02552, 0.19269)  0.298
C (1.12816, -1.97006, 0.76345)  -0.949
C (-0.21452, -1.42116, 0.68002)  0.360
H (1.50277, -2.05812, 1.75909)  0.403
H (-0.72974, -1.39378, 1.73851)  0.224
H (-0.62046, -1.79458, -1.37775)  0.238
H (1.65988, 2.79287, -0.33605)  0.368
H (2.83475, 0.80137, -0.53814)  0.363
H (-2.80136, -0.62222, -1.28769)  0.450
H (1.16649, -3.01333, 0.37230)  0.268
H (3.03532, -1.79261, 0.00851)  0.362
H (2.57695, 0.20572, 1.16026)  0.313
H (-2.73115, 1.99011, -0.40157)  0.441
H (-2.81316, -0.87825, 0.56454)  0.232
H (-1.67520, -2.80211, -0.39681)  0.450
H (-0.86102, 3.77046, -0.27386)  0.409
H (1.76330, -1.35914, -1.22702)  0.338

frontier orbital gap = 9.481 eV
energy relative to the best compared isomer or geometry (same formula, charge and spin) = 0.0 kJ/mol
LUMO level = 1.058 eV
total energy = -465.6083 Ha
total charge = 0
molecular weight = 158.244 g mol⁻¹



DFT (wB97M-V/def2-TZVPD) results for a molecular structure, C12H14AsF6HfNO7S3.

Each line ends with the Mulliken charge.
Atoms and positions in Å:
Hf (-0.46537, -1.10989, -0.55291)  1.470
As (-1.20162, 2.48116, -0.54803)  0.748
S (-0.74068, -1.43006, 2.81552)  0.995
S (-0.26517, -1.95880, -2.83255)  -0.283
S (-2.10801, -2.75589, 0.95356)  1.098
F (-3.12335, -5.07402, 1.48907)  -0.141
F (0.82819, -3.47667, 3.06039)  -0.191
F (-0.16026, -2.86326, 4.89132)  -0.152
F (1.47896, -1.68629, 4.09471)  -0.162
F (-3.72835, -4.20202, -0.40298)  -0.154
F (-4.55580, -3.44515, 1.45393)  -0.144
O (5.24881, 1.46738, -0.33553)  -0.420
O (-0.73635, 0.80816, -0.60353)  -0.264
O (3.34223, 2.55875, -0.08129)  -0.505
O (-0.92817, -3.26291, 0.22417)  -0.633
O (-2.48846, -1.52585, 0.16461)  -0.653
O (0.03406, -1.10128, 1.56635)  -0.607
O (-1.17537, -0.31569, 3.56612)  -0.585
N (-1.89962, -2.46788, 2.44929)  -0.388
C (3.94230, 1.60951, -0.50635)  0.335
C (-3.52060, -3.99284, 0.87452)  0.564
C (1.24273, -1.12150, -2.40634)  0.242
C (1.89523, -1.49204, -1.21143)  -0.824
C (2.63035, 0.84312, -2.49386)  -0.598
C (-1.64672, 2.83096, 1.26783)  -1.081
C (-2.69754, 2.64556, -1.71161)  -1.107
C (3.17148, 0.54028, -1.23796)  -0.054
C (0.30433, 3.47825, -1.13353)  -0.863
C (1.67082, 0.03619, -3.06922)  -0.490
C (2.84292, -0.64771, -0.61478)  -0.350
C (0.45094, -2.45584, 3.80927)  0.652
H (3.29556, -0.92789, 0.32894)  0.578
H (1.18702, 3.17309, -0.56788)  0.205
H (-2.40659, 2.33096, -2.71230)  0.388
H (2.93065, 1.75670, -2.99294)  0.597
H (0.10034, 4.53638, -0.96599)  0.471
H (0.45090, 3.30101, -2.19748)  0.378
H (1.21082, 0.30794, -4.01052)  0.506
H (1.69820, -2.48771, -0.79561)  0.988
H (5.60106, 0.67867, -0.77046)  0.378
H (-1.96522, 3.86983, 1.35584)  0.461
H (-3.51039, 2.02477, -1.33893)  0.387
H (-2.45586, 2.17005, 1.57390)  0.388
H (-3.01247, 3.68906, -1.73109)  0.438
H (-0.76591, 2.66339, 1.88570)  0.382

frontier orbital gap = 8.027 eV
energy relative to the best compared isomer or geometry (same formula, charge and spin) = 0.0 kJ/mol
LUMO level = -7.385 eV
total energy = -5124.2046 Ha
total charge = +2
molecular weight = 747.845 g mol⁻¹



Look up the total charge of the sixth one. +2



Repeat the second record exactly.
DFT (wB97M-V/def2-TZVPD) results for C12H13NO3 in the gas phase at a distorted geometry.

Each line ends with the Mulliken charge.
Atoms and positions in Å:
O (0.16774, 4.35797, 1.10487)  -0.625
O (2.30043, 4.03886, 1.55917)  -0.581
O (2.03508, 0.16204, 0.17874)  -0.536
N (1.23587, 3.66960, 1.14832)  0.947
C (2.84293, 2.01695, -1.18228)  -1.078
C (-0.81018, -2.25107, -0.22064)  0.861
C (1.12136, 2.41681, 0.55611)  -0.602
C (2.33392, 1.57738, 0.19919)  0.315
C (-0.13727, 1.88838, 0.45427)  -0.439
C (-0.96064, -3.71497, -0.26619)  -1.598
C (-1.92188, -1.38086, -0.03620)  0.624
C (-1.61293, 0.02273, 0.07697)  -0.879
C (-3.30595, -1.85855, 0.01465)  -1.577
C (-0.31771, 0.49871, 0.15454)  1.747
C (0.48026, -1.67154, -0.21590)  -0.969
C (0.75019, -0.30307, 0.05292)  -0.217
H (2.17965, 1.69440, -1.96414)  0.329
H (1.24490, -2.44568, -0.30171)  0.350
H (-3.99672, -1.35429, -0.59779)  0.404
H (3.77004, 1.40734, -1.37765)  0.303
H (-0.99631, -4.04791, 0.80693)  0.281
H (-3.39244, -2.88061, -0.42505)  0.293
H (-2.34512, 0.80339, 0.12903)  0.408
H (-1.03665, 2.45145, 0.63439)  0.480
H (-0.11536, -4.25507, -0.68693)  0.433
H (2.97401, 3.18197, -1.17816)  0.336
H (-1.91279, -3.91857, -0.71189)  0.344
H (3.13237, 1.73054, 1.04569)  0.372
H (-3.70683, -1.83634, 1.04872)  0.274

frontier orbital gap = 7.627 eV
energy relative to the best compared isomer or geometry (same formula, charge and spin) = 401.5 kJ/mol
LUMO level = -0.828 eV
total energy = -745.3988 Ha
total charge = 0
molecular weight = 219.240 g mol⁻¹



Repeat the first record exactly.
DFT (wB97M-V/def2-TZVPD) results for a molecular structure, C12H13N3O2 at a distorted geometry.

Each line ends with the Mulliken charge.
Atoms and positions in Å:
O (0.53636, 2.55809, 0.86098)  -0.509
O (0.62847, -0.31551, 2.66399)  -0.433
N (0.08159, -2.18026, 1.40435)  -0.471
N (0.02150, -0.96424, -0.58350)  0.289
N (0.41553, -0.29078, 0.53124)  -0.631
C (-0.10007, 0.62955, -2.16384)  0.004
C (-0.33046, -2.38990, 0.14052)  -0.430
C (0.30077, -1.07100, 1.65967)  0.481
C (0.09304, 1.83001, 1.60891)  0.985
C (-0.28650, -0.61639, -1.91169)  1.096
C (-0.11796, 0.81367, -3.59701)  -0.447
C (-0.71102, -1.75921, -2.64963)  -0.759
C (-1.44269, 1.69063, 2.03724)  -1.274
C (1.33606, 1.73123, 3.91332)  -1.759
C (-0.61142, -1.29534, -4.09542)  -0.434
C (-0.61825, -0.01543, -4.42699)  -0.487
C (1.08787, 1.01681, 2.53215)  0.465
H (1.65662, 2.58204, 3.96267)  0.624
H (-1.53276, 0.59488, 2.58545)  0.226
H (-0.71948, -3.15032, -0.26527)  0.515
H (1.85250, 1.08555, 4.61683)  0.371
H (2.14806, 0.99768, 2.13893)  0.243
H (-0.37609, 0.14120, -5.50075)  0.294
H (-0.78572, -2.84535, -2.49882)  0.214
H (-2.03137, 1.82968, 1.24030)  0.458
H (-0.00667, 1.93523, -3.86460)  0.252
H (0.07134, 1.69593, 4.57792)  0.208
H (-1.72218, 2.55990, 2.68534)  0.328
H (-1.13558, -2.05877, -4.77965)  0.266
H (0.24439, 1.44867, -1.48789)  0.313

frontier orbital gap = 8.150 eV
energy relative to the best compared isomer or geometry (same formula, charge and spin) = 1134.7 kJ/mol
LUMO level = -0.057 eV
total energy = -779.4438 Ha
total charge = 0
molecular weight = 231.255 g mol⁻¹